# 1
Molecular formula: C21H38F6Li3N3O33S6
Method: DFT, ωB97M-V with the def2-TZVPD basis set

Its multiplicity is 1. As for the largest force on an atom: 4.90 eV/Å. For the total energy, the calculation gives -176366.4985 eV. As for the LUMO energy: -2.1 eV. Its energy above the lowest of the compared OMol25 structures with the same formula, charge and spin is 0.00 kcal per mole.

Cartesian coordinates (Å):
O1 -0.550 6.669 1.037
H1 2.570 1.256 2.959
C1 -0.968 0.630 -5.424
O2 -3.898 1.831 -1.400
O3 -0.603 -0.397 -6.157
H2 -2.653 2.575 -4.885
O4 3.592 0.193 -1.567
C2 2.537 2.347 3.052
Li1 -0.161 1.711 -2.390
C3 2.134 -2.371 2.814
F1 1.504 -3.733 -2.878
H3 0.745 -4.550 2.109
O5 -4.177 1.156 4.757
S1 1.385 -4.936 -1.830
O6 -2.013 2.752 -2.216
O7 -3.677 -3.566 0.481
C4 -3.084 2.817 -1.617
O8 -3.622 -0.166 3.148
N1 4.655 -2.104 -1.043
H4 -2.565 4.505 1.489
C5 0.046 -1.483 -5.523
C6 -3.737 -0.062 4.457
O9 3.710 2.852 2.415
O10 3.164 -7.195 -0.830
H5 -0.800 -3.665 2.617
C7 5.222 3.061 -0.685
H6 -4.642 0.474 6.702
O11 -1.694 8.359 1.985
H7 -0.413 4.652 0.417
H8 0.189 -3.072 1.305
O12 5.470 -0.537 -2.916
H9 -2.920 5.474 -2.296
C8 -4.596 1.372 6.099
C9 -0.484 5.287 1.295
O13 0.250 -0.118 1.583
H10 4.935 2.123 -1.160
C10 -1.766 4.953 2.074
H11 2.477 2.641 4.091
H12 4.199 -0.388 4.222
C11 -4.445 -2.962 -0.454
H13 4.610 3.829 -1.163
H14 -3.824 -2.132 2.630
H15 -1.845 5.056 -0.951
O14 4.978 3.007 0.719
O15 -1.779 0.716 0.507
H16 -5.561 1.879 6.060
H17 1.604 2.620 2.561
H18 -3.927 2.115 6.540
O16 -1.122 -1.750 -1.032
O17 -1.524 1.533 -6.210
H19 -3.306 5.957 -0.695
S2 5.739 -1.314 -0.105
H20 -2.278 3.401 -6.395
S3 -0.372 0.553 0.514
C12 -2.776 -4.485 -0.128
C13 -3.044 -1.375 2.635
O18 0.972 -2.815 3.197
H21 -1.750 -4.147 -0.017
N2 2.841 -4.653 -1.068
O19 5.251 -0.176 0.595
H22 6.281 3.240 -0.807
C14 4.030 -1.251 3.578
O20 -3.599 3.910 -1.102
O21 -0.843 0.742 -4.217
O22 1.334 -6.084 -2.650
O23 -2.027 6.233 2.657
Li2 2.021 1.329 -1.095
H23 -1.036 3.246 -5.074
H24 0.207 -2.252 -6.273
H25 -2.783 -1.173 1.604
H26 -4.241 -0.164 -1.338
O24 1.303 -1.939 -0.738
H27 -2.409 -4.302 -2.249
H28 -2.848 -5.473 0.325
O25 -3.474 -0.936 5.246
C15 -3.617 0.512 -1.910
Li3 3.128 -2.939 -0.147
C16 -2.883 5.129 -1.260
H29 4.807 -1.999 3.662
C17 3.759 2.741 1.107
O26 7.064 -1.320 -0.579
H30 -2.197 -1.595 3.280
S4 4.366 -0.886 -2.119
F2 3.417 -1.623 -3.104
O27 2.847 2.279 0.430
H31 -3.740 -5.473 -1.853
F3 0.535 -1.079 -2.699
C18 -3.241 -4.546 -1.593
F4 4.290 -5.581 0.531
C19 0.218 -3.614 2.252
H32 0.384 5.056 1.917
C20 -1.467 7.206 1.911
O28 0.248 -4.549 -1.056
H33 -0.533 -1.922 -4.715
F5 0.048 2.103 0.752
H34 -2.557 0.322 -1.781
H35 -1.430 4.254 2.839
O29 2.716 -1.745 3.824
F6 5.798 -2.437 1.029
S5 0.177 -1.233 -1.188
O30 2.005 -6.045 0.958
C21 -1.862 2.787 -5.608
O31 -4.173 -3.453 -1.676
H36 4.044 -0.771 2.596
H37 1.034 -1.221 -5.143
S6 2.895 -5.989 -0.157
O32 2.608 -2.487 1.701
H38 -3.896 0.493 -2.963
N3 0.338 0.426 -0.921
O33 -5.250 -2.133 -0.210

Atom charges from the Löwdin analysis, given in e for atoms 1 to 99: O 0.06; H 0.09; C -0.59; O 0.05; O 0.05; H 0.09; O -0.38; C -0.01; Li 0.70; C -0.62; F -0.20; H 0.08; O 0.01; S 0.52; O 0.02; O 0.04; C -0.61; O 0.01; N -0.31; H 0.12; C -0.02; C -0.63; O 0.05; O -0.23; H 0.10; C 0.00; H 0.09; O 0.19; H 0.10; H 0.07; O -0.21; H 0.11; C -0.04; C -0.16; O -0.18; H 0.07; C -0.09; H 0.11; H 0.10; C -0.59; H 0.10; H 0.10; H 0.07; O 0.05; O -0.22; H 0.09; H 0.07; H 0.09; O -0.17; O 0.04; H 0.11; S 0.49; H 0.10; S 0.48; C -0.11; C -0.02; O 0.04; H 0.08; N -0.34; O -0.26; H 0.11; C -0.03; O 0.05; O 0.04; O -0.22; O 0.08; Li 0.66; H 0.10; H 0.11; H 0.07; H 0.09; O -0.27; H 0.12; H 0.14; O 0.12; C 0.02; Li 0.59; C -0.02; H 0.11; C -0.60; O -0.22; H 0.10; S 0.49; F -0.13; O 0.01; H 0.13; F -0.16; C -0.08; F -0.19; C 0.02; H 0.13; C -0.56; O -0.28; H 0.10; F -0.20; H 0.05; H 0.13; O 0.04; F -0.17

***

# 2
Molecular formula: C21H38GeN4O2PtSe
Method: DFT, ωB97M-V with the def2-TZVPD basis set

Its multiplicity is 1. As for the largest force on an atom: 0.20 eV/Å. For the total energy, the calculation gives -157545.4068 eV. As for the net charge: +2. As for the LUMO energy: -6.3 eV. Its energy above the lowest of the compared OMol25 structures with the same formula, charge and spin is 0.00 kcal per mole.

Cartesian coordinates (Å):
H1 5.544 1.391 4.033
C1 -1.072 -2.178 4.187
C2 -3.021 -3.885 -3.939
H2 2.284 2.913 -2.401
C3 1.866 -0.582 2.442
H3 -1.378 2.830 -3.344
Se1 -0.999 -1.750 -1.739
N1 0.299 1.051 -2.509
H4 5.105 1.141 1.422
C4 2.847 -0.404 3.399
C5 -1.454 -1.912 1.846
C6 -0.696 2.415 -0.696
H5 -0.760 -2.601 7.354
C7 -1.905 -2.310 3.083
H6 -1.798 -6.843 -1.250
H7 -3.245 -0.986 -0.830
H8 -0.796 3.429 -0.308
H9 4.634 0.796 5.925
H10 0.676 -5.418 -2.805
C8 4.198 0.652 1.750
H11 0.228 3.343 -3.894
H12 -0.620 4.270 -2.661
H13 1.420 -0.582 -2.480
N2 1.241 0.186 -1.836
H14 5.954 -0.298 3.786
H15 -1.784 -3.665 5.517
H16 2.713 -0.750 4.413
C9 0.208 2.421 -1.922
C10 -2.488 -6.414 -1.977
H17 -2.407 -3.444 -0.524
H18 -2.437 -2.046 5.803
N3 2.028 -0.150 1.174
C11 4.040 0.220 3.063
N4 -0.228 -1.411 1.647
H19 1.493 4.042 -1.314
H20 -3.975 -3.659 -3.462
H21 -3.452 -6.254 -1.496
H22 2.010 2.496 -0.682
H23 0.377 -3.995 -3.820
Pt1 0.499 -0.703 -0.114
H24 3.297 0.776 -0.175
C12 0.576 -1.241 2.721
H25 -3.220 -4.548 -4.780
H26 -3.290 -1.298 -2.582
H27 -2.083 -1.979 0.980
C13 -0.429 3.263 -3.026
H28 -2.906 -2.711 3.179
C14 5.143 0.375 4.081
O1 -0.487 -2.343 6.468
C15 -0.020 -4.960 -3.507
C16 -1.517 -3.526 -1.144
C17 -2.719 -0.856 -1.772
O2 4.721 0.015 5.371
H29 -0.076 -5.598 -4.389
C18 3.178 0.448 0.849
H30 0.635 1.152 -3.464
H31 -2.537 0.196 -1.961
C19 1.584 2.986 -1.563
C20 0.184 -1.624 3.989
H32 -2.627 -7.139 -2.779
H33 0.830 -1.483 4.841
H34 -1.690 2.061 -0.962
H35 2.135 0.664 -1.699
H36 -0.296 1.793 0.110
Ge1 -1.785 -4.760 -2.710
H37 -2.594 -2.966 -4.344
C21 -1.524 -2.600 5.555
H38 -0.690 -3.889 -0.531

Charges computed using Löwdin, reported in e: H 0.14; C -0.13; C -0.22; H 0.10; C -0.17; H 0.09; Se 0.91; N -0.05; H 0.14; C 0.08; C -0.09; C -0.04; H 0.11; C 0.04; H 0.03; H 0.04; H 0.10; H 0.11; H 0.03; C 0.03; H 0.10; H 0.10; H 0.09; N -0.17; H 0.15; H 0.15; H 0.13; C -0.62; C -0.21; H 0.02; H 0.15; N -0.06; C -0.13; N -0.08; H 0.10; H 0.03; H 0.03; H 0.06; H 0.01; Pt 0.93; H 0.10; C -0.17; H 0.03; H 0.03; H 0.07; C -0.03; H 0.14; C -0.19; O -0.04; C -0.21; C -0.54; C -0.30; O -0.03; H 0.03; C -0.09; H 0.13; H 0.01; C -0.03; C 0.09; H 0.03; H 0.13; H 0.08; H 0.07; H 0.05; Ge 0.76; H 0.02; C -0.19; H 0.03

***

# 3
Molecular formula: C21H38N5O6
Method: DFT, ωB97M-V with the def2-TZVPD basis set

Its multiplicity is 1. As for the largest force on an atom: 10.20 eV/Å. For the total energy, the calculation gives -42105.6432 eV. As for the net charge: +1. As for the LUMO energy: -3.2 eV.

Cartesian coordinates (Å):
H1 -3.781 -1.794 -1.628
C1 0.268 -6.446 0.031
C2 -0.162 3.669 0.301
H2 -3.029 -1.760 -3.244
C3 -5.428 -3.723 -1.776
O1 -2.013 -4.334 -2.656
C4 -6.145 -2.983 -2.888
N1 2.085 3.614 1.864
C5 -0.933 6.905 0.748
H3 0.457 2.212 2.090
C6 4.862 4.755 0.581
C7 5.092 3.349 0.663
C8 0.320 -0.028 -1.328
H4 -0.246 4.143 -1.765
H5 1.342 4.334 -1.083
H6 6.202 1.301 0.791
C9 0.546 1.511 -0.827
C10 0.943 2.854 1.229
N2 0.313 4.418 -0.927
C11 1.428 -6.704 0.973
H7 -0.132 5.533 2.396
H8 0.618 -6.409 -1.006
H9 4.441 -0.197 -0.167
O2 2.454 -5.707 0.810
H10 0.157 -2.420 -2.314
H11 -6.065 -4.540 -1.421
H12 -1.650 2.521 -1.234
H13 -1.698 6.932 -0.155
H14 -0.484 -7.235 0.121
C12 -0.847 2.314 -0.403
C13 -2.987 -2.207 -2.247
H15 2.098 -0.291 0.791
H16 2.430 3.074 2.713
N3 -2.573 0.807 -0.018
O3 -4.218 -4.336 -2.262
C14 2.452 -4.497 1.414
H17 -1.758 3.626 1.687
H18 2.220 2.498 -0.302
C15 0.158 -1.398 -1.697
H19 0.566 -4.832 2.459
H20 2.762 1.068 1.910
H21 -5.537 -2.167 -3.288
C16 -1.067 5.570 1.692
H22 0.987 2.022 -1.804
H23 -0.213 -5.486 0.236
H24 4.419 5.832 0.318
O4 3.438 -3.766 1.343
H25 -2.046 -1.928 -1.764
O5 -2.796 -0.223 0.635
N4 1.565 1.850 0.233
H26 -5.226 -3.090 -0.907
H27 1.800 4.539 2.252
N5 -1.374 4.287 0.957
H28 3.909 1.362 -1.080
H29 1.116 -6.779 2.018
H30 -7.089 -2.565 -2.526
H31 4.880 1.570 2.113
O6 -1.449 1.307 0.533
C17 3.992 0.896 0.001
C18 5.091 1.706 0.953
C19 -3.030 -3.701 -2.377
H32 1.889 -7.664 0.718
C20 2.511 0.803 0.773
H33 1.484 -3.440 2.974
H34 -0.944 7.928 1.342
H35 -6.355 -3.658 -3.724
H36 0.147 6.853 0.245
H37 -2.000 5.768 2.410
H38 0.634 -3.396 1.406
C21 1.201 -4.026 2.095

Charges computed using Löwdin, reported in e: H 0.06; C -0.07; C -0.35; H 0.11; C -0.22; O 0.06; C -0.07; N 0.06; C -0.13; H 0.19; C 0.03; C -0.11; C 0.00; H 0.11; H 0.10; H 0.13; C -0.17; C -0.19; N 0.10; C -0.22; H 0.10; H 0.09; H 0.14; O 0.00; H 0.11; H 0.13; H 0.19; H 0.09; H 0.09; C -0.12; C -0.01; H 0.15; H 0.11; N 0.01; O 0.00; C -0.51; H 0.13; H 0.15; C 0.12; H 0.07; H 0.14; H 0.07; C -0.26; H 0.17; H 0.06; H 0.06; O 0.06; H 0.02; O 0.02; N -0.07; H 0.11; H 0.09; N -0.02; H 0.13; H 0.12; H 0.09; H 0.12; O -0.13; C -0.14; C -0.20; C -0.49; H 0.13; C -0.09; H 0.09; H 0.09; H 0.09; H 0.06; H 0.14; H 0.09; C 0.00